1.
Here is a cluster of 12 separate species, C20H64O12 in total at a distorted geometry from the Open Molecules 2025 dataset. Energies are from wB97M-V/def2-TZVPD.

Properties
net charge = -1
LUMO (spin up / spin down) = 0.07497 / 0.07445 Ha
total energy = -1703.07220 hartree
2S+1 = 2
highest occupied orbital energy (spin up / spin down) = 0.010 / -0.273 Eh
expectation value of S² = 0.75

Each line ends with the Löwdin spin population.
CARTESIAN COORDINATES (ANGSTROEM)
C1 -4.74 -0.98 -0.89  0.001
O1 -3.82 -1.25 -1.94  0.000
H1 -5.77 -0.92 -1.25  0.000
H2 -4.68 -1.66 -0.04  0.000
H3 -4.47 0.00 -0.49  0.000
H4 -2.91 -1.17 -1.64  0.000
C2 1.91 -1.40 2.75  0.087
O2 2.64 -0.23 3.03  0.245
H5 1.09 -1.54 3.45  0.022
H6 1.38 -1.25 1.81  0.005
H7 2.54 -2.29 2.71  0.021
H8 3.08 -0.21 3.88  0.124
C3 -3.13 -4.71 -0.88  0.001
O3 -3.92 -5.83 -1.06  0.000
H9 -2.10 -5.03 -0.74  0.000
H10 -3.13 -4.03 -1.74  0.000
H11 -3.34 -4.14 0.03  0.000
H12 -4.84 -5.57 -1.14  0.000
C4 -2.69 3.80 -2.10  0.001
O4 -3.35 5.07 -2.32  0.000
H13 -3.28 3.11 -1.50  0.000
H14 -2.60 3.33 -3.08  0.000
H15 -1.69 3.93 -1.68  0.000
H16 -3.39 5.56 -1.49  0.000
C5 3.18 2.37 1.20  0.027
O5 3.05 1.12 0.60  0.028
H17 4.16 2.43 1.67  0.016
H18 3.04 3.22 0.53  0.001
H19 2.54 2.46 2.08  0.011
H20 2.96 0.50 1.33  0.009
C6 -1.63 -3.32 -4.21  0.000
O6 -1.16 -4.63 -4.34  0.000
H21 -0.84 -2.70 -4.63  0.000
H22 -2.53 -3.13 -4.80  0.000
H23 -1.78 -3.15 -3.14  0.000
H24 -1.87 -5.21 -4.07  0.000
C7 3.02 2.80 -2.24  0.002
O7 3.74 1.69 -1.89  0.003
H25 3.53 3.63 -1.75  0.000
H26 3.02 2.98 -3.32  0.000
H27 2.01 2.83 -1.84  0.000
H28 3.39 1.45 -1.02  0.001
C8 1.71 -0.67 -3.28  0.001
O8 0.36 -0.18 -3.41  0.000
H29 2.39 -0.20 -3.99  0.000
H30 2.13 -0.55 -2.29  0.001
H31 1.76 -1.74 -3.50  0.000
H32 0.13 0.05 -4.31  0.000
C9 -0.21 0.75 -0.25  0.002
C10 -0.54 -0.71 -0.18  0.001
C11 -1.44 -1.06 1.04  0.005
O9 -1.27 -1.05 -1.34  0.000
H33 0.43 0.90 0.62  0.003
H34 -1.07 1.41 -0.20  0.000
H35 0.36 1.11 -1.12  0.000
H36 0.33 -1.36 -0.08  0.001
H37 -0.95 -0.79 1.97  0.001
H38 -1.52 -2.15 1.10  0.001
H39 -2.39 -0.53 1.02  0.000
H40 -0.74 -0.84 -2.11  0.000
C12 0.07 6.44 -0.13  0.001
C13 0.38 5.50 1.10  0.004
C14 -0.04 4.02 0.95  0.004
O10 1.75 5.44 1.28  0.012
H41 0.16 7.49 0.13  0.000
H42 -0.90 6.31 -0.62  0.000
H43 0.77 6.09 -0.89  0.000
H44 0.03 6.03 1.99  0.002
H45 0.34 3.63 0.01  0.000
H46 -1.13 3.89 0.99  0.001
H47 0.30 3.51 1.86  0.002
H48 1.92 5.19 2.19  0.006
C15 -1.05 1.64 6.28  0.032
C16 0.19 1.68 5.36  0.073
C17 -0.24 1.25 3.95  0.024
O11 0.62 3.02 5.36  0.075
H49 -1.93 2.15 5.89  0.001
H50 -0.77 1.98 7.28  0.008
H51 -1.49 0.65 6.37  0.008
H52 1.04 1.09 5.70  0.062
H53 -0.71 0.27 4.00  0.006
H54 0.67 1.13 3.35  0.011
H55 -0.98 1.95 3.57  0.002
H56 1.18 3.15 6.13  0.031
C18 3.15 -5.51 -1.93  0.002
C19 2.19 -5.23 -0.77  0.003
C20 0.84 -4.65 -1.26  0.001
O12 1.90 -6.48 -0.13  0.003
H57 3.44 -4.63 -2.50  0.001
H58 2.70 -6.18 -2.66  0.000
H59 4.09 -5.94 -1.61  0.000
H60 2.69 -4.61 -0.03  0.003
H61 0.34 -5.36 -1.93  0.000
H62 0.93 -3.65 -1.69  0.000
H63 0.14 -4.53 -0.43  0.000
H64 1.37 -7.07 -0.67  0.000

=====

2.
Here is a cluster of 13 separate species, C20H66N8O13 in total at a distorted geometry from the Open Molecules 2025 dataset. Energies are from wB97M-V/def2-TZVPD.

Properties
LUMO = -0.00422 Ha
total energy = -2217.54965 hartree
energy relative to the best compared isomer or geometry (same formula, charge and spin) = 33.54 kcal/mol
highest occupied orbital energy = -0.290 Eh

Each line ends with the Mulliken charge.
CARTESIAN COORDINATES (ANGSTROEM)
C1 -1.20 0.11 -5.52  -1.528
C2 -0.75 -0.23 -4.15  0.618
O1 -0.46 1.06 -3.64  -0.411
H1 -0.54 0.83 -5.99  0.449
H2 -2.18 0.46 -5.54  0.349
H3 -1.28 -0.84 -6.12  0.397
H4 0.17 -0.73 -4.06  -0.222
H5 -1.39 -0.91 -3.64  0.077
H6 -0.20 1.68 -4.37  0.098
C3 -3.17 -1.10 1.98  0.331
C4 -4.60 -0.87 1.78  -0.737
O2 -4.78 0.53 1.36  -0.474
H7 -2.53 -0.26 2.07  -0.316
H8 -2.98 -1.63 0.98  -0.151
H9 -3.14 -1.61 2.86  0.356
H10 -5.18 -1.16 2.68  0.441
H11 -4.89 -1.52 0.89  0.187
H12 -5.66 0.76 1.63  0.227
C5 3.21 -0.27 2.54  -0.345
C6 4.19 -1.20 3.27  -1.046
O3 4.97 -1.89 2.35  -0.704
H13 2.80 0.49 3.16  0.588
H14 2.38 -0.75 2.01  -0.368
H15 3.85 0.25 1.85  0.586
H16 3.68 -1.88 3.88  0.349
H17 4.66 -0.59 4.03  0.444
H18 4.36 -2.14 1.57  0.475
C7 -3.88 0.31 -2.20  -0.506
C8 -3.41 1.63 -2.69  -0.459
O4 -2.19 1.96 -1.97  -0.464
H19 -4.72 -0.07 -2.75  0.531
H20 -4.22 0.43 -1.20  -0.015
H21 -3.11 -0.37 -2.32  -0.065
H22 -4.08 2.47 -2.44  0.520
H23 -3.24 1.57 -3.81  0.209
H24 -1.49 1.48 -2.36  -0.182
C9 2.03 -1.89 -2.62  -1.563
C10 2.46 -0.47 -2.25  0.217
O5 2.64 -0.22 -0.82  -0.975
H25 1.13 -2.10 -1.99  0.259
H26 2.74 -2.69 -2.40  0.419
H27 1.74 -1.89 -3.65  0.520
H28 1.70 0.18 -2.54  -0.226
H29 3.32 -0.32 -2.82  0.765
H30 2.67 0.74 -0.62  -0.140
C11 0.15 0.43 4.64  -1.215
C12 -0.30 1.46 3.65  0.800
O6 0.66 1.73 2.66  -0.799
H31 -0.66 -0.03 5.18  0.411
H32 0.81 0.77 5.39  0.430
H33 0.74 -0.41 4.17  0.022
H34 -0.53 2.43 4.20  0.268
H35 -1.20 1.21 3.06  -0.551
H36 0.42 1.16 1.96  -0.413
C13 0.63 5.20 -1.24  -1.496
C14 0.02 4.03 -1.95  0.053
O7 0.47 2.87 -1.37  -0.299
H37 1.70 5.22 -1.27  0.345
H38 0.50 5.21 -0.20  0.263
H39 0.31 6.11 -1.72  0.466
H40 0.21 3.96 -3.00  0.466
H41 -1.08 4.08 -1.79  0.142
H42 0.05 2.18 -1.81  -0.482
C15 3.55 2.80 0.32  0.746
O8 4.40 2.74 1.41  -0.751
N1 2.33 2.47 0.38  0.261
N2 3.88 3.26 -0.87  -0.217
H43 2.07 2.12 1.27  -0.335
H44 1.57 2.72 -0.33  0.131
H45 4.79 3.69 -0.94  0.274
H46 3.32 3.16 -1.69  0.154
C16 -1.65 -4.24 -1.16  0.515
O9 -1.58 -3.33 -2.11  -0.610
N3 -0.79 -4.32 -0.21  0.002
N4 -2.38 -5.32 -1.16  -0.560
H47 -0.16 -3.55 0.04  -0.154
H48 -0.83 -4.90 0.65  0.329
H49 -2.97 -5.58 -1.98  0.292
H50 -2.99 -5.43 -0.28  0.236
C17 -2.33 2.99 1.45  0.327
O10 -2.75 2.98 2.77  -0.784
N5 -3.07 2.40 0.55  -0.078
N6 -1.38 3.66 1.04  -0.047
H51 -3.64 1.66 0.95  0.201
H52 -2.68 2.24 -0.39  0.170
H53 -0.66 3.93 1.77  0.355
H54 -0.96 3.39 0.17  0.018
C18 2.68 -3.34 0.64  -0.054
O11 1.33 -2.92 0.65  0.013
N7 3.07 -4.44 1.17  -0.294
N8 3.66 -2.67 0.20  -0.350
H55 2.34 -5.13 1.44  0.322
H56 4.10 -4.77 1.14  0.236
H57 3.37 -1.78 -0.28  0.013
H58 4.59 -3.07 0.04  0.355
C19 -0.65 -0.33 -0.31  1.464
O12 0.34 0.28 0.41  4.220
H59 -1.62 0.23 -0.31  -0.507
H60 -0.81 -1.25 0.16  -0.182
H61 -0.39 -0.43 -1.38  -0.846
H62 1.16 -0.01 -0.09  -1.446
C20 -0.45 -2.37 3.03  -0.755
O13 0.91 -2.71 3.43  -0.663
H63 -0.23 -1.42 2.55  0.179
H64 -1.25 -2.24 3.80  0.348
H65 -0.87 -3.13 2.39  0.313
H66 1.26 -3.05 2.67  0.236

=====

3.
Here is a cluster of 13 separate species, C20H66O13 in total at a distorted geometry from the Open Molecules 2025 dataset. Energies are from wB97M-V/def2-TZVPD.

Properties
LUMO = 0.01699 Ha
total energy = -1779.52407 hartree
energy relative to the best compared isomer or geometry (same formula, charge and spin) = 71.88 kcal/mol
highest occupied orbital energy = -0.342 Eh

Each line ends with the Mulliken charge.
CARTESIAN COORDINATES (ANGSTROEM)
C1 4.19 -3.62 0.68  -1.066
C2 3.03 -3.45 1.68  -0.274
O1 1.91 -2.88 0.95  -0.036
H1 3.91 -4.15 -0.22  0.161
H2 5.00 -4.18 1.08  0.449
H3 4.51 -2.64 0.33  0.187
H4 3.30 -2.83 2.53  0.263
H5 2.60 -4.37 2.04  0.348
H6 2.08 -1.87 0.89  0.164
C3 -0.20 5.44 -3.17  -1.059
C4 -0.46 5.92 -1.74  -0.189
O2 -1.37 4.96 -1.20  -0.583
H7 0.25 4.49 -3.18  0.130
H8 0.55 6.09 -3.57  0.435
H9 -1.07 5.46 -3.82  0.283
H10 -0.89 6.92 -1.61  0.316
H11 0.50 5.90 -1.19  0.277
H12 -1.44 4.99 -0.23  0.281
C5 -0.43 -0.22 4.52  -1.311
C6 0.53 0.49 3.59  1.141
O3 1.51 -0.47 3.31  -0.483
H13 0.11 -0.56 5.39  0.363
H14 -0.83 -1.18 4.01  0.059
H15 -1.22 0.44 4.95  0.468
H16 0.94 1.32 4.15  0.254
H17 0.01 1.01 2.75  -0.704
H18 0.97 -1.30 3.17  0.266
C7 0.87 1.00 -4.29  -0.766
C8 -0.59 1.09 -4.65  0.630
O4 -1.11 -0.22 -4.96  -0.523
H19 1.40 0.44 -5.02  0.433
H20 1.02 0.55 -3.31  -0.217
H21 1.41 1.97 -4.22  0.338
H22 -0.74 1.72 -5.55  0.354
H23 -1.06 1.47 -3.78  -0.414
H24 -2.06 -0.21 -4.96  0.290
C9 3.52 1.43 -0.99  -1.192
C10 3.00 -0.08 -0.94  0.610
O5 2.33 -0.33 0.31  -0.492
H25 2.70 2.12 -0.78  0.153
H26 4.02 1.62 -1.91  0.412
H27 4.24 1.68 -0.17  0.318
H28 3.76 -0.89 -0.95  0.327
H29 2.29 -0.24 -1.68  -0.507
H30 1.49 0.23 0.27  0.003
C11 -3.64 -0.22 3.34  -1.220
C12 -3.44 -0.77 1.93  1.363
O6 -4.63 -1.41 1.52  -0.637
H31 -4.57 0.37 3.39  0.397
H32 -2.81 0.42 3.59  0.084
H33 -3.72 -0.90 4.19  0.350
H34 -2.56 -1.42 1.87  -0.492
H35 -3.18 0.13 1.27  -0.293
H36 -4.39 -1.94 0.72  0.414
C13 1.29 -4.19 -2.13  -0.656
C14 1.05 -3.34 -3.35  -0.269
O7 -0.30 -2.93 -3.40  -0.488
H37 1.28 -3.60 -1.18  -0.108
H38 2.28 -4.64 -2.25  0.404
H39 0.52 -4.95 -2.05  0.311
H40 1.37 -3.82 -4.28  0.485
H41 1.69 -2.46 -3.33  0.142
H42 -0.31 -2.35 -4.16  0.236
C15 -3.33 2.17 -2.42  -0.810
O8 -2.05 2.50 -1.89  -0.423
H43 -3.39 1.08 -2.46  0.275
H44 -4.24 2.50 -1.87  0.310
H45 -3.52 2.49 -3.43  0.317
H46 -1.91 3.51 -1.86  0.375
C16 -0.70 -0.71 -0.80  0.195
O9 -0.05 0.59 -0.95  -0.168
H47 0.10 -1.44 -0.62  -0.130
H48 -1.35 -0.73 0.06  -0.093
H49 -1.19 -1.00 -1.71  0.465
H50 -0.71 1.15 -1.40  -0.307
C17 -2.25 -3.81 -0.12  0.002
O10 -3.53 -3.09 -0.27  -0.535
H51 -1.88 -3.58 0.90  -0.133
H52 -2.52 -4.87 -0.16  0.415
H53 -1.50 -3.48 -0.87  -0.086
H54 -3.70 -3.11 -1.18  0.272
C18 -0.96 3.21 1.62  0.337
O11 -2.09 3.69 0.87  -0.696
H55 -0.09 3.87 1.51  0.211
H56 -1.34 3.10 2.63  0.333
H57 -0.53 2.33 1.18  -0.502
H58 -2.31 3.00 0.23  0.285
C19 -0.51 -4.01 3.43  -0.813
O12 -0.10 -2.94 2.57  -0.201
H59 -1.50 -4.37 3.20  0.298
H60 0.19 -4.80 3.40  0.338
H61 -0.58 -3.60 4.46  0.274
H62 0.48 -3.21 1.85  0.251
C20 2.99 2.87 3.13  -0.463
O13 1.92 3.77 3.37  -0.465
H63 3.09 2.07 3.88  0.279
H64 2.79 2.41 2.15  0.054
H65 3.93 3.43 3.08  0.350
H66 1.92 3.94 4.29  0.270

=====

4.
Here is a cluster of 13 separate species, C20H66O13 in total at a distorted geometry from the Open Molecules 2025 dataset. Energies are from wB97M-V/def2-TZVPD.

Properties
LUMO = 0.01009 Ha
total energy = -1779.60262 hartree
energy relative to the best compared isomer or geometry (same formula, charge and spin) = 22.60 kcal/mol
highest occupied orbital energy = -0.345 Eh

Each line ends with the Mulliken charge.
CARTESIAN COORDINATES (ANGSTROEM)
C1 -0.01 -3.32 -2.83  -0.312
O1 1.30 -2.83 -3.11  -0.391
H1 -0.28 -3.10 -1.80  -0.166
H2 -0.74 -2.81 -3.46  0.288
H3 -0.07 -4.41 -2.96  0.389
H4 1.55 -3.16 -3.98  0.238
C2 2.94 0.29 4.10  -0.697
O2 1.85 -0.20 3.34  -0.333
H5 3.25 1.28 3.74  0.202
H6 2.62 0.39 5.13  0.280
H7 3.83 -0.36 4.06  0.283
H8 2.17 -0.43 2.45  0.210
O3 -0.66 -0.67 4.66  -0.632
H9 0.12 -0.71 4.08  0.371
H10 -0.53 0.14 5.17  0.290
O4 -2.91 -2.86 -0.94  -0.556
H11 -2.98 -3.60 -0.33  0.295
H12 -3.77 -2.80 -1.37  0.227
C3 4.28 -1.50 -2.98  -0.398
C4 4.80 -0.70 -4.14  -0.423
O5 5.09 0.64 -3.72  -0.503
H13 4.95 -1.45 -2.12  0.123
H14 4.24 -2.57 -3.23  0.409
H15 3.30 -1.18 -2.62  -0.135
H16 4.11 -0.69 -4.99  0.320
H17 5.72 -1.18 -4.50  0.352
H18 5.39 1.10 -4.51  0.287
C5 1.03 2.13 -3.53  -0.774
C6 2.32 2.68 -2.97  0.315
O6 2.15 4.08 -2.70  -0.572
H19 1.15 1.06 -3.72  0.249
H20 0.79 2.63 -4.47  0.470
H21 0.21 2.28 -2.83  -0.166
H22 3.14 2.57 -3.69  0.335
H23 2.59 2.14 -2.05  -0.133
H24 3.03 4.43 -2.52  0.316
C7 1.81 3.16 1.25  -0.342
C8 0.74 4.12 0.77  -0.224
O7 -0.27 4.27 1.76  -0.589
H25 2.20 3.42 2.23  0.288
H26 2.68 3.18 0.58  0.311
H27 1.44 2.13 1.22  -0.169
H28 0.26 3.79 -0.15  -0.069
H29 1.17 5.10 0.59  0.389
H30 -0.91 3.55 1.64  0.458
C9 -3.13 1.76 -2.30  -0.765
C10 -2.77 3.19 -1.96  0.421
O8 -2.59 3.94 -3.16  -0.591
H31 -2.42 1.37 -3.03  0.230
H32 -4.10 1.68 -2.79  0.407
H33 -3.08 1.07 -1.46  -0.043
H34 -1.84 3.17 -1.38  -0.250
H35 -3.51 3.68 -1.32  0.335
H36 -1.80 4.47 -3.07  0.327
C11 -3.28 1.42 3.24  -1.066
C12 -3.40 2.02 1.83  -0.283
O9 -2.13 2.19 1.22  -0.216
H37 -4.29 1.23 3.60  0.300
H38 -2.67 2.02 3.91  0.329
H39 -2.81 0.44 3.15  0.234
H40 -3.90 2.98 1.88  0.431
H41 -4.02 1.32 1.25  0.117
H42 -1.88 1.31 0.91  -0.103
C13 -5.61 -1.85 1.58  -0.707
C14 -6.51 -0.73 2.08  -0.136
O10 -7.77 -1.31 2.41  -0.526
H43 -5.54 -2.64 2.33  0.371
H44 -4.61 -1.45 1.39  0.011
H45 -5.99 -2.26 0.65  0.282
H46 -6.57 0.03 1.30  0.277
H47 -6.06 -0.29 2.97  0.148
H48 -8.36 -0.62 2.71  0.296
C15 5.06 -0.45 0.71  -1.431
C16 3.68 0.02 0.26  0.825
O11 2.63 -0.81 0.76  -0.074
H49 5.82 0.26 0.38  0.387
H50 5.28 -1.45 0.33  0.305
H51 5.12 -0.49 1.80  0.314
H52 3.66 0.08 -0.83  -0.431
H53 3.52 1.04 0.60  -0.084
H54 2.74 -1.67 0.33  0.129
C17 0.95 -4.13 2.08  -0.919
C18 0.02 -4.76 1.07  0.385
O12 -1.09 -5.43 1.66  -0.553
H55 0.48 -3.26 2.57  0.257
H56 1.88 -3.75 1.64  0.104
H57 1.21 -4.79 2.90  0.479
H58 0.59 -5.52 0.51  0.292
H59 -0.37 -4.06 0.34  -0.369
H60 -0.76 -5.98 2.38  0.299
C19 -0.11 0.17 -0.89  0.688
C20 -0.47 -0.55 0.39  -0.205
O13 -1.89 -0.64 0.54  -0.250
H61 -0.72 -0.17 -1.73  0.398
H62 0.88 -0.10 -1.29  -0.151
H63 -0.19 1.25 -0.78  -0.475
H64 -0.10 -0.01 1.26  0.341
H65 -0.06 -1.57 0.46  -0.254
H66 -2.20 -1.40 0.03  0.054

=====

> The lowest total energy belongs to which entry?

C20H66N8O13